No. 1
24
Properties=species:S:1:pos:R:3 method="wB97M-V/def2-TZVPD" e_above_lowest_ev=0.642 charge=+1 homo_energy_ev=-13.39 lumo_energy_ev=-4.27 gap_ev=9.117
H -2.47 -0.70 -2.11
N -1.51 -1.09 -1.89
C -0.91 -1.85 -2.69
N 0.46 -2.00 -2.51
C 1.13 -1.57 -1.47
N 0.64 -1.48 -0.25
C 0.71 -0.99 0.90
Si 0.27 0.92 1.30
C -0.19 1.64 -0.36
C 1.62 1.83 2.38
C -1.54 0.58 1.95
H -1.12 -2.34 -3.61
H 1.00 -2.41 -3.25
H 2.25 -1.49 -1.72
H 0.70 -1.72 1.78
H 0.72 1.65 -1.06
H -0.98 1.04 -0.71
H -0.56 2.64 -0.11
H 2.02 1.21 3.17
H 2.41 2.10 1.63
H 1.02 2.66 2.61
H -2.09 0.38 1.01
H -1.59 -0.34 2.49
H -1.97 1.34 2.52

***

No. 2
114
Properties=species:S:1:pos:R:3 method="wB97M-V/def2-TZVPD" charge=-1 homo_energy_ev=-4.67 lumo_energy_ev=-0.67 gap_ev=4.007
C 9.82 0.86 -1.10
C 10.44 2.11 -1.72
C 9.63 3.39 -1.50
O 8.87 3.66 -2.66
C 7.60 4.23 -2.46
P 6.09 3.21 -3.02
S 7.28 1.42 -3.92
Cl 6.28 2.08 -0.98
C 4.93 4.65 -2.29
C 4.03 4.37 -1.14
O 4.18 4.87 -0.04
C 2.81 3.50 -1.34
C 2.86 2.14 -1.61
C 1.68 1.41 -1.75
C 0.44 2.04 -1.63
C 0.39 3.41 -1.36
C 1.57 4.13 -1.22
B 5.99 3.83 -4.87
C 4.86 3.27 -5.84
O 6.91 4.72 -5.41
H 9.42 1.07 -0.10
H 9.00 0.48 -1.71
H 10.56 0.06 -0.99
H 10.53 1.96 -2.80
H 11.44 2.26 -1.29
H 10.30 4.23 -1.30
H 8.97 3.26 -0.63
H 7.56 5.18 -3.01
H 7.43 4.43 -1.40
H 4.95 2.40 -3.19
H 7.12 1.65 -5.23
H 5.57 5.48 -1.98
H 4.35 4.96 -3.16
H 3.82 1.63 -1.68
H 1.73 0.35 -1.96
H -0.47 1.46 -1.73
H -0.57 3.90 -1.27
H 1.54 5.19 -0.98
H 4.16 4.08 -6.08
H 4.31 2.42 -5.43
H 5.30 2.95 -6.79
H 7.14 4.52 -6.32
C -2.58 -0.30 2.50
C -1.61 -0.94 3.14
C -0.22 -0.43 3.15
O 0.63 -1.09 3.72
C 0.07 0.83 2.43
C -0.90 1.49 1.81
C -2.30 0.97 1.79
O -3.18 1.57 1.21
H -3.60 -0.65 2.46
H -1.75 -1.87 3.69
H 1.10 1.17 2.44
H -0.72 2.41 1.27
C -4.34 -4.82 1.65
C -3.77 -4.17 2.66
C -2.45 -4.60 3.19
O -1.93 -4.01 4.12
C -1.78 -5.76 2.56
C -2.35 -6.41 1.54
C -3.67 -5.99 1.01
O -4.20 -6.58 0.09
H -5.30 -4.54 1.23
H -4.23 -3.32 3.14
H -0.81 -6.04 2.96
H -1.89 -7.26 1.06
C 3.67 -5.82 3.57
C 4.63 -4.93 3.82
C 4.31 -3.50 4.08
O 5.19 -2.70 4.31
C 2.88 -3.10 4.05
C 1.92 -3.99 3.81
C 2.24 -5.41 3.54
O 1.36 -6.23 3.31
H 3.87 -6.86 3.37
H 5.67 -5.20 3.84
H 2.65 -2.06 4.23
H 0.87 -3.72 3.79
C -4.36 -7.35 -6.03
C -3.72 -6.28 -5.56
C -3.66 -6.00 -4.10
O -3.09 -5.02 -3.68
C -4.34 -6.95 -3.19
C -4.98 -8.02 -3.66
C -5.04 -8.30 -5.12
O -5.62 -9.28 -5.55
H -4.41 -7.58 -7.09
H -3.22 -5.57 -6.20
H -4.29 -6.73 -2.13
H -5.48 -8.73 -3.02
C -6.72 -0.05 3.49
C -7.63 0.92 3.49
C -7.66 1.93 4.58
O -8.49 2.82 4.61
C -6.64 1.82 5.65
C -5.72 0.85 5.64
C -5.69 -0.15 4.55
O -4.85 -1.03 4.53
H -6.67 -0.80 2.71
H -8.38 1.01 2.71
H -6.68 2.57 6.43
H -4.96 0.76 6.40
C -8.25 5.46 -0.97
C -8.80 4.36 -0.47
C -8.60 3.96 0.94
O -9.11 2.96 1.39
C -7.75 4.84 1.79
C -7.19 5.94 1.29
C -7.40 6.34 -0.13
O -6.90 7.35 -0.58
H -8.38 5.77 -2.00
H -9.42 3.70 -1.07
H -7.63 4.53 2.82
H -6.57 6.60 1.88

***

No. 3
82
Properties=species:S:1:pos:R:3 method="wB97M-V/def2-TZVPD" e_above_lowest_ev=0.000 charge=0 homo_energy_ev="-6.56 / -6.56" lumo_energy_ev="-0.68 / -0.68" gap_ev="5.878 / 5.880"
W -0.77 -0.12 -0.09
O 3.99 3.87 -0.66
C 2.93 3.06 -0.48
C 1.65 3.41 -0.90
C 0.63 2.51 -0.69
N 0.84 1.34 -0.09
C 2.05 1.01 0.33
C 3.13 1.85 0.17
C 2.08 -0.34 1.00
O 3.09 -0.77 1.51
O 0.91 -0.91 0.97
C -0.82 2.73 -1.06
O -1.20 3.71 -1.66
O -1.58 1.78 -0.56
H 3.73 4.67 -1.13
H 1.42 4.35 -1.40
H 4.11 1.55 0.53
C -3.03 -5.93 0.19
C -1.52 -5.76 0.19
N -1.07 -4.67 -0.66
C -1.06 -3.38 -0.27
S -0.30 -2.25 -1.34
N -1.63 -3.08 0.86
N -1.52 -1.75 1.20
C -1.79 -1.48 2.44
C -2.20 -2.51 3.45
C -1.64 -0.10 2.84
C -1.89 0.33 4.14
C -1.74 1.66 4.46
C -1.34 2.54 3.46
C -1.10 2.05 2.20
N -1.24 0.75 1.87
H -3.32 -6.77 0.83
H -3.40 -6.12 -0.82
H -3.51 -5.03 0.57
H -1.03 -6.67 -0.17
H -1.16 -5.57 1.21
H -0.58 -4.88 -1.51
H -1.41 -2.63 4.19
H -2.37 -3.47 2.96
H -3.11 -2.20 3.96
H -2.20 -0.39 4.89
H -1.93 2.01 5.47
H -1.21 3.59 3.66
H -0.78 2.71 1.42
C 1.83 0.00 -5.62
Si 0.59 1.20 -4.88
C 1.38 2.88 -4.64
C -0.90 1.34 -6.00
C 0.08 0.59 -3.24
C -0.29 0.20 -2.14
H 2.17 0.33 -6.60
H 1.39 -0.99 -5.72
H 2.70 -0.09 -4.97
H 1.66 3.33 -5.60
H 2.28 2.79 -4.03
H 0.69 3.56 -4.14
H -0.61 1.76 -6.97
H -1.66 1.99 -5.56
H -1.35 0.36 -6.18
C -4.83 -2.55 0.27
C -4.18 -2.09 -1.03
As -3.25 -0.37 -0.94
C -4.57 0.62 0.11
C -4.45 2.14 0.12
C -3.56 0.31 -2.74
C -3.20 -0.71 -3.81
H -5.31 -3.52 0.13
H -5.60 -1.86 0.60
H -4.09 -2.67 1.07
H -4.94 -1.97 -1.81
H -3.46 -2.83 -1.39
H -5.54 0.31 -0.30
H -4.53 0.22 1.13
H -3.57 2.46 0.67
H -5.33 2.58 0.58
H -4.36 2.54 -0.89
H -2.94 1.21 -2.83
H -4.61 0.61 -2.80
H -2.16 -1.03 -3.70
H -3.31 -0.27 -4.80
H -3.84 -1.59 -3.77

***

No. 4
12
Properties=species:S:1:pos:R:3 method="wB97M-V/def2-TZVPD" e_above_lowest_ev=2.073 charge=0 homo_energy_ev=-9.43 smiles="O=C[C@@H]1C[C@@H]1O" lumo_energy_ev=0.67 gap_ev=10.104
O -2.15 0.94 -1.54
C -1.48 0.52 -0.63
C -0.08 0.09 -0.78
C 0.59 -1.12 -0.18
C 0.79 0.19 0.47
O 0.15 0.34 1.71
H -1.83 0.54 0.42
H 0.38 0.44 -1.71
H 1.36 -1.62 -0.76
H -0.07 -1.77 0.39
H 1.55 0.92 0.22
H 0.79 0.53 2.40

***

No. 5
80
Properties=species:S:1:pos:R:3 method="wB97M-V/def2-TZVPD" charge=+1 homo_energy_ev=-12.16 lumo_energy_ev=-2.44 gap_ev=9.723
K 1.43 -1.17 -2.07
Ca 1.11 3.19 0.03
B -0.01 0.57 0.31
F -1.25 -0.02 0.42
F 0.20 1.52 1.37
F 1.01 -0.38 0.33
F 0.06 1.31 -0.91
F 2.20 2.98 -1.94
C -5.31 -2.00 -0.07
C -4.51 -1.21 0.95
O -5.05 -1.36 2.25
H -6.35 -1.67 -0.01
H -5.33 -3.06 0.18
H -4.98 -1.86 -1.10
H -4.55 -0.15 0.67
H -3.44 -1.42 0.97
H -4.97 -2.28 2.50
C 1.19 0.80 -5.96
C 0.58 1.72 -4.89
O 0.89 1.28 -3.57
H 0.52 -0.05 -6.13
H 2.16 0.43 -5.62
H 1.36 1.34 -6.89
H -0.51 1.68 -4.97
H 0.89 2.76 -4.99
H 1.54 1.91 -3.19
C 3.99 -0.25 0.91
C 3.52 1.05 1.47
O 2.98 1.95 0.46
H 4.57 -0.12 -0.01
H 3.21 -0.99 0.74
H 4.64 -0.72 1.66
H 4.36 1.55 1.95
H 2.74 0.95 2.22
H 3.73 2.30 -0.04
C -2.05 -0.89 -2.76
C -1.92 -2.35 -3.15
O -1.07 -3.09 -2.26
H -2.55 -0.81 -1.80
H -2.65 -0.37 -3.51
H -1.08 -0.41 -2.65
H -1.47 -2.47 -4.13
H -2.92 -2.79 -3.17
H -1.57 -3.22 -1.45
C -0.19 -2.69 3.79
C -1.22 -2.81 2.68
O -0.62 -2.73 1.37
H -0.61 -2.99 4.75
H 0.22 -1.68 3.88
H 0.66 -3.35 3.59
H -1.97 -2.02 2.76
H -1.73 -3.77 2.74
H -0.34 -1.82 1.24
C -2.65 2.86 -1.36
C -2.08 4.08 -0.70
O -1.16 3.75 0.36
H -3.03 2.14 -0.63
H -1.90 2.34 -1.96
H -3.51 3.10 -1.98
H -2.84 4.77 -0.33
H -1.55 4.68 -1.45
H -1.63 3.83 1.19
C 1.05 4.53 4.50
C 1.59 3.59 3.42
O 1.67 4.23 2.14
H 1.73 5.36 4.69
H 0.87 4.01 5.44
H 0.11 4.97 4.17
H 0.89 2.76 3.32
H 2.55 3.17 3.74
H 2.28 4.97 2.21
C 4.02 -4.69 0.12
C 2.71 -4.45 0.83
O 2.08 -3.32 0.24
H 4.49 -5.62 0.44
H 4.72 -3.87 0.23
H 3.80 -4.80 -0.95
H 2.87 -4.30 1.90
H 2.09 -5.34 0.68
H 1.32 -3.06 0.78

***

No. 6
20
Properties=species:S:1:pos:R:3 method="wB97M-V/def2-TZVPD" e_above_lowest_ev=1.021 charge=0 homo_energy_ev=-9.85 smiles="CCC(N)=O.CC" lumo_energy_ev=0.89 gap_ev=10.742
C -1.74 1.14 0.87
C -1.48 1.12 -0.67
C -2.05 -0.20 -1.22
N -1.97 -0.45 -2.57
O -2.37 -1.12 -0.50
H -2.67 1.62 1.23
H -0.96 1.88 1.15
H -1.57 0.17 1.34
H -1.88 1.95 -1.27
H -0.41 1.29 -0.64
H -2.16 -1.42 -2.81
H -2.08 0.29 -3.24
C 2.07 -0.32 1.25
C 3.22 -1.25 0.85
H 1.37 -1.01 1.75
H 2.45 0.46 1.87
H 1.63 0.22 0.38
H 3.84 -1.40 1.76
H 3.05 -2.25 0.43
H 3.71 -0.75 0.02